Model A:
C4H7N3O in the gas phase, computed with ωB97M-V with the def2-TZVPD basis set.

Structure (SMILES)   [H]/N=C1\NNC[C@H]2O[C@H]12
E_LUMO   0.7063 eV
Gap between HOMO and LUMO   0.3483 hartree
Highest occupied orbital energy   -8.771 eV

```
! wB97M-V def2-TZVPD RIJCOSX def2/J DEFGRID3
* xyz 0 1
H 2.89726 -0.89611 -0.41841
N 2.41856 0.05751 -0.18132
C 1.20204 -0.06937 0.04801
N 0.43578 -1.26258 0.18810
N -0.86008 -1.53934 -0.12683
C -1.83148 -0.40241 0.18164
C -0.96352 0.66756 -0.33052
O -0.40233 2.05680 -0.12953
C 0.19874 0.99610 0.42585
H 1.22207 -2.17907 0.56969
H -1.02549 -1.85479 -1.12276
H -2.79612 -0.65289 -0.42910
H -1.85225 -0.51379 1.33221
H -0.81524 0.53130 -1.45726
H -0.00614 1.17051 1.45238
*
```


Model B:
A molecular structure, C4H7N3O, computed with ωB97M-V with the def2-TZVPD basis set.

E_LUMO   -0.9743 eV
Gap between HOMO and LUMO   0.2911 hartree
Highest occupied orbital energy   -8.895 eV

```
! wB97M-V def2-TZVPD RIJCOSX def2/J DEFGRID3
* xyz 0 1
C -2.93606 0.63158 -0.19675
C -1.31606 -0.89106 0.17629
C 1.04542 -0.42176 0.14627
C 1.04426 0.93154 0.45361
H -3.56829 -0.42666 0.04819
H -2.90904 0.91506 -1.51925
H -3.23803 1.48543 0.50530
H -2.39463 -1.84363 0.02770
H 3.16878 -0.42302 0.15955
H 1.90482 -2.00345 -0.13712
H 0.68457 1.43911 1.53974
N -1.54471 0.36130 -0.04574
N 0.04417 -1.29926 0.19032
N 2.03839 -0.92618 -0.43750
O 1.94519 1.55054 -0.25627
*
```


model A is favored, and the nearest alternative lies 1.026 eV above it.


Model A:
C3H6N2S2 in the gas phase, computed with ωB97M-V with the def2-TZVPD basis set.

Structure (SMILES)   CNNC(=S)C=S
E_LUMO   -1.0325 eV
Gap between HOMO and LUMO   0.2791 hartree
Highest occupied orbital energy   -8.627 eV

```
! wB97M-V def2-TZVPD RIJCOSX def2/J DEFGRID3
* xyz 0 1
C 1.84519 -0.55443 0.34609
N 0.86178 0.09976 -0.51105
N -0.36082 -0.52021 -0.51237
C -1.49121 -0.08459 -0.01714
S -2.81220 -1.06006 -0.12548
C -1.66124 1.35213 0.37987
S -1.09368 2.72144 -0.25278
H 2.76412 0.01469 0.41906
H 1.49678 -0.51674 1.39697
H 1.93571 -1.55179 -0.00458
H 1.18252 0.08336 -1.51319
H -0.43223 -1.38600 -0.94825
H -2.23471 1.40243 1.34285
*
```


Model B:
C3H6N2S2 in the gas phase, computed with ωB97M-V with the def2-TZVPD basis set.

Structure (SMILES)   [H]/N=C(\NC)SC=S
E_LUMO   -0.1898 eV
Gap between HOMO and LUMO   0.3089 hartree
Highest occupied orbital energy   -8.595 eV

```
! wB97M-V def2-TZVPD RIJCOSX def2/J DEFGRID3
* xyz 0 1
H 1.10428 -0.78731 2.37900
N 0.75924 -0.84000 1.42142
C 0.85641 0.24409 0.78283
N 1.59157 1.35092 1.09756
C 2.22677 1.37081 2.40462
S -0.04657 0.44454 -0.76534
C -1.15251 -0.84615 -0.78218
S -2.24130 -1.20689 -1.94488
H 1.18668 2.21716 0.77285
H 2.94748 0.54579 2.43714
H 2.75853 2.31042 2.46492
H 1.51511 1.30315 3.24400
H -0.94596 -1.58064 0.00112
*
```


model B is favored, and the nearest alternative lies 1.519 eV above it.


Model A:
C3H6N2S2 in the gas phase, computed with ωB97M-V with the def2-TZVPD basis set.

Structure (SMILES)   CSC(=S)/C=N\N
E_LUMO   -0.7171 eV
Gap between HOMO and LUMO   0.2878 hartree
Highest occupied orbital energy   -8.548 eV

```
! wB97M-V def2-TZVPD RIJCOSX def2/J DEFGRID3
* xyz 0 1
C 1.42690 0.15820 -2.33003
S 1.54625 -0.63507 -0.75392
C 0.18355 -0.05290 0.16961
S 0.13418 -0.52329 1.79334
C -0.80301 0.63458 -0.59739
N -1.98797 0.94629 -0.15123
N -2.35014 0.71523 1.11491
H 0.65164 -0.13206 -3.08642
H 2.36133 -0.25078 -2.71628
H 1.49814 1.21892 -2.36601
H -0.67050 0.87799 -1.63108
H -3.35468 0.82373 1.28237
H -1.85066 -0.07400 1.68778
*
```


Model B:
2 unconnected molecules or ions with the total composition C3H6N2S2, computed with ωB97M-V with the def2-TZVPD basis set.

E_LUMO (spin up / spin down)   -1.2294 / -1.5260 eV
Gap between HOMO and LUMO (spin up / spin down)   0.2740 / 0.2560 hartree
Highest occupied orbital energy (spin up / spin down)   -8.685 / -8.491 eV

```
! wB97M-V def2-TZVPD RIJCOSX def2/J DEFGRID3
* xyz 0 1
C 2.58068 -2.46504 0.40130
C -0.33336 -0.28064 0.23341
C -2.68139 1.15758 0.60760
N 3.06842 -3.59585 0.14051
N 0.28414 0.60773 -0.32483
S 1.07703 -2.34341 1.28976
S -1.79345 -0.51823 0.82486
H 3.10933 -1.43344 0.35556
H -2.69587 1.57288 1.72183
H -3.69020 0.94190 0.26692
H -1.96896 1.66120 -0.17469
H 3.99191 -3.32011 -0.17533
H 1.31228 0.49184 -0.47591
*
```


model A is favored, and the nearest alternative lies 2.095 eV above it.


Model A:
A molecular structure, C2H2AgFO2, computed with ωB97M-V with the def2-TZVPD basis set.

E_LUMO (spin up / spin down)   4.1898 / 2.5799 eV
Gap between HOMO and LUMO (spin up / spin down)   0.2687 / 0.2466 hartree
Highest occupied orbital energy (spin up / spin down)   -3.122 / -4.129 eV

```
! wB97M-V def2-TZVPD RIJCOSX def2/J DEFGRID3
* xyz -1 2
C 0.49748 0.07569 -0.61925
C -0.90665 -0.00809 -0.05237
O -1.29790 1.16923 0.26600
O 1.50084 -0.13308 0.04186
H 0.57511 0.59383 -1.59867
F -1.69325 -0.61060 -1.19691
H -0.98797 -0.80957 0.71664
Ag 2.31235 -0.27739 2.44270
*
```


Model B:
A molecular structure, C2H2AgFO2, computed with ωB97M-V with the def2-TZVPD basis set.

E_LUMO (spin up / spin down)   2.5441 / 2.5293 eV
Gap between HOMO and LUMO (spin up / spin down)   0.1376 / 0.1549 hartree
Highest occupied orbital energy (spin up / spin down)   -1.200 / -1.687 eV

```
! wB97M-V def2-TZVPD RIJCOSX def2/J DEFGRID3
* xyz -1 2
H 0.68938 0.42019 1.37577
O -1.46475 -0.64152 0.10714
C -0.40280 -0.38510 0.68163
C 0.56167 0.59857 0.03450
O 0.73902 0.41888 -1.23645
F 0.23812 -1.50351 1.22374
H 0.40421 1.65753 0.33859
Ag -0.76485 -0.56503 -2.52492
*
```


model A is favored, and the nearest alternative lies 4.852 eV above it.